Entry 1:
This record from OMol25 describes 11 unconnected molecules or ions with the total composition C32H68N6O17. The level of theory is wB97M-V/def2-TZVPD.

- Maximum force: 4.91 eV Å⁻¹
- Lowest unoccupied orbital energy (spin up / spin down): 1.9 / 1.9 eV
- Expectation value of S²: 0.750
- HOMO energy (spin up / spin down): 0.40 / -7.13 eV
- Energy: -2867.62233 Ha

Structure (ORCA input):
```
! RIJCOSX wB97M-V def2-TZVPD def2/J DEFGRID3
* xyz -1 2
C 2.015 -4.130 0.749
O 1.333 -5.341 0.676
H 2.239 -3.668 -0.212
H 1.418 -3.453 1.360
H 2.972 -4.253 1.255
H 0.851 -5.399 1.504
C 0.030 -0.682 -0.100
O 0.811 0.456 0.252
H -0.740 -0.401 -0.819
H 0.746 -1.255 -0.690
H -0.294 -1.300 0.737
H 1.698 0.125 0.091
C -1.690 -6.177 -1.473
C -0.894 -5.345 -2.480
C -1.516 -5.223 -3.818
O -1.415 -3.862 -4.183
C -1.068 -3.162 -3.122
O -1.072 -1.902 -3.087
O -0.831 -4.036 -2.069
H -1.638 -7.262 -1.557
H -2.751 -5.952 -1.579
H -1.314 -6.026 -0.461
H 0.077 -5.804 -2.663
H -2.518 -5.648 -3.866
H -0.894 -5.843 -4.464
C -3.006 2.480 2.490
C -1.510 2.469 2.017
C -1.061 3.700 1.220
O -0.342 4.431 2.203
C -0.210 3.700 3.323
O 0.305 4.129 4.373
O -0.625 2.479 3.093
H -3.215 3.206 3.275
H -3.306 1.508 2.881
H -3.640 2.837 1.678
H -1.371 1.542 1.461
H -1.883 4.302 0.835
H -0.392 3.431 0.402
C -2.324 1.979 -2.582
C -3.374 2.514 -1.621
C -4.716 2.855 -2.329
O -5.615 2.308 -1.410
C -5.036 1.683 -0.412
O -5.672 1.092 0.459
O -3.761 1.579 -0.618
H -2.663 1.115 -3.153
H -1.429 1.681 -2.037
H -1.926 2.774 -3.213
H -2.959 3.394 -1.130
H -4.780 2.459 -3.342
H -4.905 3.924 -2.231
C -0.687 -0.713 3.914
O -1.412 -1.496 3.346
N -1.042 -0.168 5.089
C -0.073 0.605 5.860
C -2.366 -0.316 5.710
H 0.305 -0.367 3.585
H 0.949 0.427 5.525
H -0.027 0.284 6.900
H -0.310 1.666 5.937
H -2.335 -0.674 6.739
H -2.836 0.663 5.807
H -3.032 -0.913 5.087
C 4.300 -0.946 0.643
O 3.305 -1.173 -0.123
N 4.213 -0.432 1.918
C 5.434 0.037 2.658
C 2.999 -0.133 2.579
H 5.364 -1.117 0.421
H 6.415 -0.200 2.244
H 5.318 -0.527 3.583
H 5.527 1.107 2.845
H 2.151 -0.491 1.995
H 3.015 -0.746 3.480
H 2.777 0.924 2.726
C 5.097 4.081 1.708
O 5.881 4.592 2.485
N 3.785 4.031 1.933
C 2.809 3.354 1.073
C 3.219 4.724 3.108
H 5.320 3.502 0.798
H 3.091 3.331 0.020
H 1.930 3.995 1.135
H 2.515 2.384 1.474
H 2.720 3.951 3.693
H 4.010 5.139 3.733
H 2.550 5.549 2.863
C 1.313 3.615 -2.831
O 0.415 4.184 -3.429
N 1.734 2.372 -3.006
C 3.020 1.948 -2.369
C 0.920 1.397 -3.748
H 1.929 4.121 -2.071
H 3.455 2.754 -1.778
H 3.654 1.568 -3.170
H 2.928 1.053 -1.754
H 1.421 0.929 -4.595
H 0.564 0.518 -3.210
H -0.003 1.814 -4.152
C 3.792 -0.429 -5.601
O 3.960 0.144 -6.746
N 2.779 -1.299 -5.264
C 1.553 -1.264 -6.123
C 2.665 -1.886 -3.916
H 4.520 -0.375 -4.777
H 1.704 -0.845 -7.118
H 0.799 -0.623 -5.667
H 1.220 -2.291 -6.278
H 3.607 -2.139 -3.429
H 2.180 -1.122 -3.310
H 2.012 -2.758 -3.875
C -5.897 -1.830 1.909
O -7.088 -2.025 1.891
N -5.014 -2.353 1.004
C -3.642 -1.949 0.839
C -5.527 -3.457 0.098
H -5.361 -1.108 2.545
H -2.930 -2.672 1.238
H -3.482 -0.969 1.289
H -3.319 -1.770 -0.187
H -6.378 -4.044 0.445
H -5.879 -3.106 -0.872
H -4.642 -4.065 -0.090
*
```

Results of the Mulliken charge analysis, in e, for atoms 1 through 99:
1 C -0.475
2 O -0.009
3 H -0.127
4 H -0.103
5 H 0.310
6 H 0.242
7 C -0.173
8 O 1.117
9 H -0.051
10 H 0.189
11 H 0.055
12 H -0.727
13 C -1.536
14 C 0.301
15 C -0.724
16 O -0.228
17 C 1.031
18 O -0.707
19 O -0.252
20 H 0.414
21 H 0.311
22 H 0.242
23 H 0.306
24 H 0.315
25 H 0.450
26 C -1.432
27 C 1.607
28 C 0.085
29 O -0.331
30 C 0.480
31 O -0.639
32 O -0.020
33 H 0.427
34 H 0.257
35 H 0.183
36 H -0.885
37 H 0.280
38 H 0.008
39 C -1.142
40 C 0.897
41 C -0.449
42 O -0.371
43 C 0.405
44 O -0.586
45 O 0.027
46 H 0.414
47 H -0.184
48 H 0.431
49 H -0.036
50 H 0.312
51 H 0.346
52 C 0.380
53 O -0.543
54 N 0.546
55 C -1.050
56 C -1.052
57 H -0.240
58 H 0.104
59 H 0.461
60 H 0.306
61 H 0.326
62 H 0.353
63 H 0.236
64 C -2.457
65 O 0.931
66 N 2.539
67 C -1.429
68 C -1.417
69 H -0.037
70 H 0.331
71 H 0.403
72 H 0.285
73 H -0.582
74 H 0.713
75 H 0.073
76 C 0.154
77 O -0.544
78 N 0.220
79 C 0.493
80 C -0.929
81 H 0.224
82 H -0.274
83 H 0.022
84 H -0.150
85 H 0.284
86 H 0.364
87 H 0.234
88 C 0.103
89 O -0.592
90 N 0.310
91 C -0.968
92 C -0.880
93 H 0.291
94 H 0.437
95 H 0.213
96 H 0.083
97 H 0.128
98 H 0.364
99 H 0.285

=====

Entry 2:
This record from OMol25 describes 23 unconnected molecules or ions with the total composition H46O23. The level of theory is wB97M-V/def2-TZVPD.

- Maximum force: 1.36 eV Å⁻¹
- Lowest unoccupied orbital energy: -0.5 eV
- Energy above the lowest of the compared OMol25 structures with the same formula, charge and spin: 2.606 eV
- HOMO energy: -9.50 eV
- Energy: -1758.12558 Ha

Structure (ORCA input):
```
! RIJCOSX wB97M-V def2-TZVPD def2/J DEFGRID3
* xyz 0 1
O -3.757 3.267 0.632
H -3.671 2.617 1.329
H -4.568 3.732 0.835
O 3.736 -1.625 -0.993
H 4.420 -1.617 -0.324
H 4.208 -1.518 -1.820
O 3.433 -2.633 3.587
H 2.558 -2.387 3.286
H 3.905 -2.868 2.789
O -1.800 2.211 -1.256
H -2.626 2.413 -0.816
H -1.137 2.683 -0.751
O 2.053 3.208 4.136
H 2.919 2.820 4.011
H 2.063 3.536 5.035
O 0.737 -0.124 0.076
H 0.012 -0.570 -0.362
H 0.315 0.456 0.709
O -4.147 -1.567 2.808
H -4.621 -1.706 3.628
H -4.149 -0.617 2.688
O 0.373 1.799 -5.104
H 0.672 1.621 -4.212
H 1.170 1.770 -5.634
O 0.522 -6.174 -0.379
H 0.508 -5.464 0.263
H 1.097 -6.835 0.006
O -2.642 -4.764 -1.698
H -3.221 -4.002 -1.679
H -2.099 -4.671 -0.915
O -1.500 -3.744 0.670
H -2.089 -4.066 1.353
H -0.917 -3.135 1.124
O 3.057 1.548 -0.341
H 2.409 0.846 -0.407
H 3.812 1.139 0.082
O 1.710 -2.441 1.390
H 2.040 -2.966 0.661
H 1.714 -1.542 1.059
O 0.539 0.938 -2.461
H 1.083 0.837 -1.679
H -0.360 0.896 -2.135
O 3.688 1.600 -3.242
H 3.316 1.412 -2.381
H 3.548 2.539 -3.363
O 0.662 4.863 2.478
H 0.705 4.452 1.615
H 1.114 4.251 3.059
O 0.958 3.642 -0.008
H 1.270 4.506 -0.278
H 1.653 3.042 -0.275
O -0.876 -2.005 -1.381
H -0.736 -2.832 -0.920
H -0.193 -1.985 -2.051
O 1.877 -3.629 -0.996
H 2.106 -4.317 -1.622
H 2.530 -2.944 -1.144
O -2.160 3.061 3.977
H -1.843 3.964 3.977
H -3.109 3.140 4.077
O -0.610 1.424 1.720
H -0.414 2.354 1.605
H -1.354 1.408 2.321
O -3.443 1.055 -3.365
H -2.949 1.722 -2.888
H -4.288 1.465 -3.545
O -3.398 -1.374 -2.224
H -2.579 -1.633 -1.802
H -3.236 -0.483 -2.535
*
```

For reference, the Mulliken charges in units of e are:
1 O -0.617
2 H 0.278
3 H 0.284
4 O -0.640
5 H 0.275
6 H 0.269
7 O -0.621
8 H 0.357
9 H 0.281
10 O -0.572
11 H 0.346
12 H 0.195
13 O -0.622
14 H 0.285
15 H 0.286
16 O -0.337
17 H 0.097
18 H 0.555
19 O -0.584
20 H 0.304
21 H 0.287
22 O -0.628
23 H 0.417
24 H 0.306
25 O -0.599
26 H 0.312
27 H 0.286
28 O -0.635
29 H 0.317
30 H 0.348
31 O -0.557
32 H 0.185
33 H 0.206
34 O -0.666
35 H 0.252
36 H 0.284
37 O -0.561
38 H 0.343
39 H 0.309
40 O -0.510
41 H 0.064
42 H 0.283
43 O -0.661
44 H 0.344
45 H 0.309
46 O -0.695
47 H 0.425
48 H 0.412
49 O -0.615
50 H 0.300
51 H 0.355
52 O -0.384
53 H 0.134
54 H 0.309
55 O -0.557
56 H 0.295
57 H 0.271
58 O -0.581
59 H 0.324
60 H 0.276
61 O -0.511
62 H 0.158
63 H 0.157
64 O -0.640
65 H 0.342
66 H 0.283
67 O -0.687
68 H 0.460
69 H 0.312

=====

Entry 3:
This record from OMol25 describes a molecular structure, C30H46AsN5OOs. The level of theory is wB97M-V/def2-TZVPD.

- Maximum force: 2.77 eV Å⁻¹
- Lowest unoccupied orbital energy: -6.9 eV
- Energy above the lowest of the compared OMol25 structures with the same formula, charge and spin: 1.175 eV
- HOMO energy: -12.72 eV
- Energy: -3845.66695 Ha

Structure (ORCA input):
```
! RIJCOSX wB97M-V def2-TZVPD def2/J DEFGRID3
* xyz 2 1
Os -0.569 -1.080 0.191
C 0.262 -0.010 -2.981
C -1.247 0.031 -2.718
C -1.567 1.058 -1.657
N -1.378 0.563 -0.263
C -1.732 1.436 0.729
C -1.949 2.798 0.470
C -2.414 3.802 1.310
C -2.915 3.714 2.594
C -3.020 2.562 3.393
C -2.556 1.302 3.149
C -1.827 0.805 2.027
N -1.259 -0.368 1.978
C -1.462 -1.401 2.978
C -2.776 -2.140 2.657
C -3.117 -2.166 1.154
N -1.963 -2.380 0.259
C -1.808 -3.555 -0.465
C -2.522 -4.690 -0.139
C -2.539 -5.960 -0.729
C -1.956 -6.375 -1.898
C -1.152 -5.606 -2.744
C -0.617 -4.358 -2.539
C -0.754 -3.466 -1.452
N 0.020 -2.379 -1.307
C 1.149 -2.182 -2.234
C 0.731 -1.379 -3.463
H 0.790 0.220 -2.051
H 0.525 0.784 -3.681
H -1.620 -0.935 -2.375
H -1.782 0.267 -3.638
H -2.607 1.383 -1.733
H -0.920 1.923 -1.814
H -1.681 3.121 -0.524
H -2.425 4.795 0.875
H -3.285 4.634 3.026
H -3.511 2.693 4.349
H -2.737 0.588 3.942
H -1.456 -1.026 4.002
H -0.620 -2.089 2.904
H -3.617 -1.656 3.158
H -2.702 -3.153 3.057
H -3.541 -1.206 0.857
H -3.891 -2.909 0.982
H -3.137 -4.609 0.746
H -3.132 -6.700 -0.204
H -2.157 -7.391 -2.210
H -0.871 -6.076 -3.679
H 0.013 -4.004 -3.342
H 1.610 -3.136 -2.500
H 1.898 -1.605 -1.693
H -0.071 -1.885 -4.007
H 1.583 -1.308 -4.140
C 3.731 -1.082 1.068
C 2.300 -1.510 1.057
N 2.020 -2.734 1.485
O 1.424 -0.716 0.633
H 4.309 -1.623 1.815
H 3.796 -0.013 1.253
H 4.161 -1.287 0.085
H 2.747 -3.343 1.823
H 1.077 -3.093 1.452
C 1.204 4.600 -2.234
C 1.476 4.427 -0.741
As 1.592 2.532 -0.262
C 1.567 2.674 1.705
C 2.423 3.736 2.396
C 3.440 2.163 -0.805
C 4.594 2.905 -0.137
H 1.225 5.653 -2.516
H 0.224 4.206 -2.515
H 1.952 4.087 -2.842
H 0.683 4.880 -0.141
H 2.407 4.927 -0.472
H 1.797 1.677 2.092
H 0.513 2.863 1.931
H 3.483 3.502 2.352
H 2.153 3.815 3.451
H 2.278 4.721 1.950
H 3.429 2.374 -1.878
H 3.575 1.086 -0.702
H 4.449 3.985 -0.147
H 5.529 2.700 -0.660
H 4.728 2.593 0.898
*
```

For reference, the Mulliken charges in units of e are:
1 Os -1.187
2 C 0.578
3 C -1.692
4 C -0.334
5 N 0.671
6 C 0.616
7 C -0.060
8 C -0.764
9 C -0.665
10 C -0.754
11 C -1.086
12 C 1.640
13 N 0.368
14 C -0.888
15 C -0.423
16 C -0.954
17 N 0.151
18 C 0.954
19 C -0.486
20 C -0.995
21 C -0.507
22 C -0.807
23 C -0.852
24 C 1.649
25 N 0.022
26 C -1.147
27 C -0.914
28 H -0.683
29 H 0.563
30 H 0.320
31 H 0.662
32 H 0.666
33 H 0.005
34 H 0.325
35 H 0.425
36 H 0.401
37 H 0.409
38 H 0.295
39 H 0.564
40 H 0.176
41 H 0.395
42 H 0.391
43 H 0.068
44 H 0.912
45 H 0.299
46 H 0.371
47 H 0.390
48 H 0.408
49 H 0.285
50 H 0.757
51 H -0.081
52 H 0.347
53 H 0.532
54 C -1.376
55 C 1.044
56 N -0.269
57 O -0.145
58 H 0.583
59 H 0.142
60 H 0.326
61 H 0.281
62 H 0.055
63 C -1.204
64 C -0.744
65 As 0.366
66 C 0.072
67 C -1.355
68 C -0.495
69 C -1.384
70 H 0.389
71 H 0.258
72 H 0.258
73 H 0.535
74 H 0.461
75 H 0.169
76 H 0.032
77 H 0.251
78 H 0.439
79 H 0.285
80 H 0.537
81 H 0.198
82 H 0.262
83 H 0.417
84 H 0.275

=====

Which value of energy does entry 3 give?
-3845.66695 Ha